{"formula": "C14H28Cl2LaNOP2", "method": "ωB97M-V with the def2-TZVPD basis set", "lumo_energy_ev": -7.3, "max_force_ha_per_bohr": 0.0665, "multiplicity": 1, "total_charge": 2, "gap_ev": 6.36, "molar_mass_g_mol": 498.14, "total_energy_ev": -62981.05992, "de_lowest_ev": 0.000, "symbols": ["La", "Cl", "Cl", "P", "P", "O", "N", "C", "C", "C", "C", "C", "C", "C", "C", "C", "C", "C", "C", "C", "C", "H", "H", "H", "H", "H", "H", "H", "H", "H", "H", "H", "H", "H", "H", "H", "H", "H", "H", "H", "H", "H", "H", "H", "H", "H", "H", "H", "H"], "xyz": [[0.46622, -1.35968, 0.16625], [1.49779, -4.10562, 0.56974], [0.65442, -1.19150, 2.77246], [2.38968, 0.64821, -0.41092], [-2.42316, -1.55084, 0.26133], [1.09579, -2.88861, -1.74686], [-0.51391, 1.27086, 1.02846], [3.78232, -0.45467, -0.85949], [-0.95546, 4.95341, 1.44210], [-3.00702, -1.63629, 2.00450], [-0.87316, 3.03636, -0.60240], [1.43151, -3.98945, -1.26950], [2.95286, 1.32019, 1.19526], [-2.26283, -3.34710, -0.11924], [1.73774, -5.22847, -1.99910], [-0.68714, 2.65616, 0.73746], [-0.75056, 3.60433, 1.76574], [2.57890, 2.06233, -1.52589], [-1.10763, 5.35226, 0.10550], [-3.94036, -1.11620, -0.65303], [-1.04235, 4.39284, -0.91356], [-4.22763, -0.07442, -0.44251], [-0.70720, 3.28529, 2.81326], [-3.76094, -1.21211, -1.73286], [3.59132, 2.48368, -1.45681], [-0.42299, 1.02419, 2.02375], [-3.77052, -2.42748, 2.08817], [3.70305, -0.72545, -1.92179], [-2.16162, -1.85553, 2.67542], [2.78897, -5.51304, -1.82842], [3.77618, -1.38544, -0.26756], [1.82922, 2.82904, -1.26777], [2.34768, 2.20455, 1.45223], [-2.25807, -3.53617, -1.20333], [-1.27092, 0.69768, 0.60387], [-4.76881, -1.77808, -0.37022], [-1.22858, 6.40792, -0.14087], [4.01478, 1.59471, 1.10714], [1.09831, -6.04259, -1.61306], [-3.16629, -3.79919, 0.30664], [-1.01475, 5.68921, 2.24375], [-3.44373, -0.67008, 2.30947], [4.73375, 0.06907, -0.69041], [2.37989, 1.72650, -2.55530], [2.80562, 0.57189, 1.98958], [1.54660, -5.09869, -3.07274], [-0.91467, 2.25862, -1.37740], [-1.14004, 4.68575, -1.95301], [-1.38222, -3.83835, 0.33192]], "atomic_forces_ev_per_a": [[-0.23, 1.14, 0.86], [0.21, -0.20, -1.05], [0.06, -0.38, -0.22], [1.24, 0.83, 0.09], [-1.45, -0.49, 0.37], [0.97, -2.99, 1.36], [-0.24, -1.63, -0.17], [0.08, -0.08, -0.25], [-0.03, -0.24, -0.31], [0.18, 0.16, 0.14], [0.13, 0.29, 0.48], [-0.81, 2.22, -0.82], [-0.29, -0.07, 0.23], [-0.05, -0.14, -0.19], [-0.10, -0.39, -0.17], [-0.45, 0.57, -0.27], [-0.07, 0.10, -0.32], [-0.45, 0.11, -0.45], [0.45, -0.35, 0.17], [0.06, 0.31, -0.37], [-0.14, -0.31, 0.38], [0.12, -0.35, -0.04], [0.12, 0.14, -0.41], [-0.09, 0.06, 0.27], [-0.27, -0.15, 0.01], [-0.24, 0.41, -0.57], [0.25, 0.34, -0.01], [0.09, 0.05, 0.24], [-0.35, 0.02, -0.18], [-0.29, 0.06, 0.04], [0.11, 0.26, -0.06], [0.33, -0.26, -0.06], [0.24, -0.28, -0.12], [0.01, 0.11, 0.28], [0.21, 0.94, 0.74], [0.25, 0.11, 0.02], [-0.04, -0.35, 0.08], [-0.35, -0.04, 0.12], [0.32, 0.26, -0.01], [0.28, -0.22, -0.12], [0.01, -0.18, -0.23], [0.17, -0.36, -0.16], [-0.19, -0.28, -0.05], [0.15, 0.23, 0.25], [0.22, 0.30, -0.20], [0.12, 0.12, 0.36], [0.16, 0.40, 0.20], [-0.08, 0.03, 0.11], [-0.34, 0.16, 0.00]]}